The following is a quantum chemistry calculation of an isolated ion of composition C4H9N2S and charge +1 in a non-equilibrium geometry, from the Open Molecules 2025 dataset.

Energy above the lowest of the compared OMol25 structures with the same formula, charge and spin in kcal per mole: 32.0
Electronic energy in Eh: -665.2414

Geometry as ORCA input:
```
! RIJCOSX wB97M-V def2-TZVPD def2/J DEFGRID3
* xyz 1 1
H 1.401 2.239 0.655
H 0.564 -2.794 0.255
S -2.361 0.044 0.151
H 2.077 0.677 1.069
C 0.260 0.512 -0.359
C -1.127 1.144 -0.741
C -0.022 -1.005 -0.107
N -1.312 -1.267 0.163
C 1.100 1.133 0.757
H 0.721 0.757 -1.324
H 1.839 -1.835 -0.542
H -1.577 -2.167 0.498
H -1.406 2.062 -0.216
H 0.461 1.192 1.650
N 0.888 -1.924 -0.144
H -1.506 1.231 -1.764
*
```